Here is a molecular structure, C4H7CdO3 from the OMol25 dataset. Energies are from wB97M-V/def2-TZVPD.

Geometry as XYZ:
```
15
Properties=species:S:1:pos:R:3:forces:R:3:lowdin_spin:R:1
H -1.61096 0.99989 -1.25705 -0.39 0.58 1.78 -0.0001
Cd -3.29962 1.84737 1.66845 -2.64 -0.18 1.58 0.0050
O -1.69731 1.89300 0.70855 1.75 0.89 0.38 0.0447
C -1.16822 1.51602 -0.33558 1.65 -1.79 -4.67 0.0884
O 0.06613 1.81671 -0.59546 -0.78 -0.02 1.01 0.0783
C 0.58316 1.36140 -1.78916 0.76 0.32 -0.60 0.6991
H 1.65504 1.51063 -1.86859 -0.30 -0.05 0.09 0.0314
H -0.07147 1.27978 -2.65415 0.01 -0.09 0.32 0.0336
O -0.66692 -0.92931 0.10934 -0.42 0.62 0.01 0.0120
C 0.43402 -1.03383 0.60896 0.55 -0.30 0.20 0.0054
C 1.04202 -2.30904 1.07311 -0.03 -0.06 -0.03 0.0000
H 1.06684 -0.12665 0.74059 -0.09 -0.13 -0.01 0.0023
H 0.37473 -3.16233 0.91278 0.18 0.24 0.03 0.0000
H 1.99410 -2.45523 0.53921 -0.21 0.01 0.15 0.0000
H 1.29847 -2.20840 2.13901 -0.02 -0.04 -0.25 -0.0001
```
Positions in Å, forces in eV/Å.

Results
Spin multiplicity: 2
Largest force on an atom, hartree/bohr: 0.1024
Orbital gap (alpha / beta), eV: 3.25 / 3.97
Calculated total energy, Ha: -549.2025
Net charge: +2
Expectation value of S²: 0.76
HOMO level (alpha / beta), eV: -16.19 / -16.90
ΔE to the lowest compared entry with this formula, charge and spin, eV: 0.000